Formula: C12H30AlO8P2
Source: the Open Molecules 2025 dataset
Level of theory: wB97M-V/def2-TZVPD

## Properties
calculated total energy = -54455.7934 eV
total charge = +3
F_max = 0.0192 Eh/bohr
multiplicity = 1
relative energy (zero: lowest compared OMol25 entry of this formula, charge and spin) = 0.00 kJ/mol

Element x y z (Å)
1 Al 0.5181 -1.7185 -0.9746
2 C -0.1944 1.6606 -6.2656
3 C -0.1240 1.5430 -4.7734
4 O 1.2882 1.6410 -4.3770
5 P 1.7078 1.7426 -2.8874
6 O 1.2817 0.6833 -1.9601
7 O 1.2632 3.1518 -2.3684
8 C 1.4838 4.3789 -3.1296
9 C 2.0407 5.4307 -2.1930
10 O 3.2661 1.8710 -3.0998
11 C 4.2215 1.7442 -2.0539
12 C 5.3581 2.7423 -2.2321
13 H 0.4641 0.9387 -6.7487
14 H -1.2081 1.5121 -6.6342
15 H 0.0922 2.6668 -6.5743
16 H -0.6504 2.3901 -4.3112
17 H -0.5273 0.6151 -4.3644
18 H 2.1739 4.1840 -3.9512
19 H 0.4940 4.6505 -3.5190
20 H 1.8306 6.4218 -2.5957
21 H 1.5336 5.4140 -1.2275
22 H 3.1171 5.3020 -2.0642
23 H 3.7626 1.9008 -1.0689
24 H 4.6149 0.7120 -2.0621
25 H 5.5825 2.9406 -3.2823
26 H 5.0439 3.6898 -1.7793
27 H 6.2645 2.3304 -1.7970
28 C 0.2474 -0.7880 4.8865
29 C 0.7895 -2.1336 4.4154
30 O -0.3176 -3.0122 4.0366
31 P -1.2505 -2.8212 2.8152
32 O -0.6393 -2.4604 1.5351
33 O -1.9287 -4.2708 2.7852
34 C -2.6488 -4.8488 3.8585
35 C -3.9811 -5.4436 3.3495
36 O -2.4135 -1.9115 3.3560
37 C -3.2169 -1.0866 2.5016
38 C -4.4230 -1.8682 1.9730
39 H -0.4822 -0.9528 5.6783
40 H 1.0710 -0.2313 5.3337
41 H -0.1879 -0.2319 4.0566
42 H 1.4676 -2.0546 3.5663
43 H 1.2859 -2.6725 5.2163
44 H -2.0835 -5.7621 4.1578
45 H -2.7528 -4.1382 4.6732
46 H -4.3729 -6.0055 4.1997
47 H -4.6561 -4.6453 3.0290
48 H -3.8275 -6.1711 2.5541
49 H -3.5795 -0.2793 3.1483
50 H -2.6348 -0.6149 1.7133
51 H -5.1819 -2.0432 2.7321
52 H -4.9096 -1.2830 1.1906
53 H -4.0725 -2.8092 1.5331

Cartesian forces (eV/Å) of the 3 atoms listed first:
Al 0.0 0.3 0.1
C 0.1 0.1 -0.3
C -0.1 0.4 -0.2

Per-atom Mulliken charges, elementary charge units: 1.1488, -1.2352, -0.0709, -0.1982, 0.6730, -0.5783, -0.1839, -0.0602, -1.1431, -0.1857, -0.0475, -1.1280, 0.3312, 0.4018, 0.3226, 0.3235, 0.2839, 0.3865, 0.3293, 0.4013, 0.3217, 0.2412, 0.3243, 0.3343, 0.3244, 0.2758, 0.3942, -0.9700, -0.1970, -0.2773, 0.6602, -0.5852, -0.1648, -0.0097, -1.0375, -0.1108, -0.1734, -1.0015, 0.2997, 0.4131, 0.2775, 0.2692, 0.3066, 0.3206, 0.3766, 0.4076, 0.2629, 0.3366, 0.2871, 0.3498, 0.2972, 0.4108, 0.2647



Formula: C12H30BIInNbO
Source: the Open Molecules 2025 dataset
Level of theory: wB97M-V/def2-TZVPD

## Properties
calculated total energy = -30452.2962 eV
total charge = +2
F_max = 0.0936 Eh/bohr
multiplicity = 1

Element x y z (Å)
1 C -3.7527 2.3137 1.1472
2 C -3.5073 1.7516 -0.2716
3 C -3.4667 0.2122 -0.2267
4 C -2.7528 -0.3366 -1.4875
5 C -2.2557 -1.7837 -1.2079
6 C -0.7743 -1.9416 -1.5211
7 C 0.1152 -1.3511 -0.4087
8 C 1.5828 -1.7132 -0.7348
9 Nb 2.9727 -0.0094 -0.2952
10 C 2.0656 0.6525 1.6926
11 C 2.8351 -0.1930 2.7589
12 C 2.0480 -1.5330 2.9251
13 I 3.3480 -3.1923 2.5342
14 B 1.7380 1.5749 -1.5277
15 C 0.8781 1.0530 -2.7341
16 O 1.8531 2.8173 -1.1477
17 H -2.8005 2.5925 1.5911
18 H -4.4489 3.1417 1.1194
19 H -4.1717 1.5177 1.7564
20 H -2.5605 2.0822 -0.7003
21 H -4.2898 2.0549 -0.9618
22 H -4.4688 -0.2033 -0.2284
23 H -2.8778 -0.1141 0.6283
24 H -3.4592 -0.3309 -2.3080
25 H -1.8720 0.2577 -1.7298
26 H -2.5260 -2.1351 -0.2161
27 H -2.7773 -2.4324 -1.9098
28 H -0.5135 -2.9972 -1.5633
29 H -0.5546 -1.5200 -2.5001
30 H -0.0809 -0.2782 -0.2603
31 H -0.1956 -1.8455 0.5088
32 H 1.6639 -2.0512 -1.7685
33 H 1.8798 -2.5684 -0.1225
34 H 4.0471 -1.2938 0.4500
35 H 4.2368 1.3065 -0.1375
36 H 3.7717 -0.3478 -1.9062
37 H 2.3349 1.7174 1.8316
38 H 0.9868 0.5431 1.7866
39 H 3.8394 -0.4566 2.4395
40 H 2.8619 0.2664 3.7839
41 H 1.2066 -1.5308 2.2530
42 H 1.7023 -1.6228 3.9459
43 H 1.0046 -0.0080 -2.9179
44 H -0.1593 1.2247 -2.4399
45 H 1.1821 1.6551 -3.5883
46 H 1.2480 2.9530 -0.3875
47 In 2.8634 2.1020 4.0568

Cartesian forces (eV/Å) of the 3 atoms listed first:
C 0.2 -0.4 -0.8
C -0.4 -0.8 0.6
C 1.0 0.8 -1.6

Per-atom Mulliken charges, elementary charge units: -1.1913, -0.1916, -0.9456, 0.3761, -1.3519, -1.0144, 0.5613, -1.1727, -0.8536, -1.4828, 0.3103, -0.7300, 0.2299, 0.3224, -0.5573, -0.2621, 0.2660, 0.3662, 0.3281, 0.1092, 0.3657, 0.3400, 0.4485, 0.6051, -0.6565, 0.5384, 0.3917, 0.5457, 0.3483, -0.0439, 0.5366, 0.6199, 0.3175, 0.2215, 0.1615, 0.2086, 0.2355, 0.7162, 0.6665, -0.1774, -0.0040, 0.5649, 0.2304, 0.1561, 0.4871, 0.3603, 0.6999



Formula: C12H30BaF8NO10PS2
Source: the Open Molecules 2025 dataset
Level of theory: wB97M-V/def2-TZVPD

## Properties
calculated total energy = -88293.0021 eV
total charge = 0
F_max = 0.1313 Eh/bohr
multiplicity = 1

Element x y z (Å)
1 Ba 1.8093 13.3566 -13.8990
2 P 5.6135 13.4854 -16.0796
3 F 4.1517 13.2664 -15.3423
4 F 5.7772 14.9085 -15.3602
5 F 6.3703 12.7897 -14.8205
6 F 7.0078 13.6931 -16.8478
7 F 5.4275 12.0165 -16.7412
8 F 4.7930 14.1531 -17.3196
9 N 0.3069 12.2362 -15.8292
10 S -1.0249 12.4612 -16.6038
11 O -1.9273 11.3634 -16.7585
12 O -1.0766 13.6026 -17.4680
13 F -1.7122 13.1286 -15.2728
14 S 0.7290 10.8495 -16.6391
15 O 0.6636 10.8161 -18.0740
16 O 0.3673 9.7244 -15.8453
17 F 2.3044 10.9316 -16.4336
18 C 2.5888 13.3305 -10.5087
19 O 1.8481 14.1249 -11.4181
20 C 0.5593 14.4927 -10.8710
21 C -0.2442 15.4114 -11.7738
22 O -0.4180 14.9116 -13.0811
23 C -1.2591 15.7118 -13.8947
24 H 1.9362 12.5607 -10.0905
25 H 2.9766 13.9381 -9.6843
26 H 3.4539 12.8581 -10.9725
27 H 0.7100 15.1667 -10.0245
28 H -0.0607 13.6061 -10.7234
29 H 0.3391 16.3414 -11.8619
30 H -1.1910 15.6926 -11.3050
31 H -1.0644 16.7754 -13.6893
32 H -2.3202 15.4831 -13.8711
33 H -0.8414 15.6707 -14.8998
34 C 4.0841 10.6646 -13.4882
35 O 2.7979 11.1637 -13.0434
36 C 2.2298 10.3222 -12.0308
37 C 0.7470 10.2669 -12.2517
38 O 0.3178 11.5814 -12.6409
39 C -1.0849 11.5846 -12.7475
40 H 4.2689 10.9615 -14.5182
41 H 3.9767 9.5790 -13.5212
42 H 4.8973 10.9448 -12.8207
43 H 2.2977 10.8289 -11.0648
44 H 2.7211 9.3550 -11.9923
45 H 0.2214 9.8323 -11.3978
46 H 0.4590 9.6765 -13.1328
47 H -1.4490 12.6228 -12.7802
48 H -1.6709 11.2522 -11.8882
49 H -1.4631 11.2972 -13.7303
50 C 4.9255 15.3405 -12.4463
51 O 3.8945 15.3648 -13.4075
52 C 3.4776 16.7050 -13.6439
53 C 2.6742 16.8940 -14.9206
54 O 1.9721 15.7572 -15.3609
55 C 1.1510 16.0992 -16.4853
56 H 4.5854 15.5349 -11.4262
57 H 5.7769 15.9395 -12.7666
58 H 5.3325 14.3249 -12.4183
59 H 4.2831 17.4388 -13.6157
60 H 2.8142 16.9765 -12.8089
61 H 3.3308 17.2857 -15.7141
62 H 2.0056 17.7686 -14.8763
63 H 1.7803 16.6047 -17.2243
64 H 0.3904 16.8161 -16.1675
65 H 0.7555 15.1997 -16.9481

Cartesian forces (eV/Å) of the 3 atoms listed first:
Ba 0.8 1.0 -1.5
P 0.6 -0.5 -1.5
F -0.5 -0.1 0.8

Per-atom Mulliken charges, elementary charge units: 1.0567, 1.4494, -0.4085, -0.3815, -0.3860, -0.3456, -0.3679, -0.3839, -0.1490, 0.9078, -0.6103, -0.6682, -0.2794, 0.7775, -0.5644, -0.6120, -0.1751, -1.0056, 0.0397, -0.4067, -0.9638, 0.4032, -0.9381, 0.4042, 0.3715, 0.1700, 0.4087, 0.3002, 0.4252, 0.4159, 0.4068, 0.3348, 0.0511, -0.8516, 0.1534, -0.7030, -0.6052, 0.3574, -1.0989, 0.0921, 0.4411, 0.2514, 0.0297, 0.5729, 0.4097, 0.3102, 0.0987, 0.4349, 0.2594, -1.1604, 0.6713, -0.8102, -0.8627, 0.4330, -1.1328, 0.3223, 0.3514, 0.2069, 0.4482, 0.2571, 0.4846, 0.4465, 0.3061, 0.4444, 0.1656



Formula: C12H30BaIN3OSe2
Source: the Open Molecules 2025 dataset
Level of theory: wB97M-V/def2-TZVPD

## Properties
calculated total energy = -158924.1694 eV
total charge = +2
F_max = 0.0476 Eh/bohr
multiplicity = 1

Element x y z (Å)
1 Ba 0.1785 -0.5588 -0.5902
2 C 3.6064 0.8396 -0.8769
3 N 3.0447 -0.2117 -0.0220
4 C 3.8419 -1.4236 -0.2259
5 C 3.1371 0.2139 1.3827
6 C 2.1647 -0.5204 2.3019
7 N 0.7557 -0.1604 2.0884
8 C -0.0794 -1.1040 2.8336
9 C 0.4826 1.1816 2.6133
10 H 4.6518 1.0458 -0.6196
11 H 3.0355 1.7615 -0.7596
12 H 3.5733 0.5211 -1.9189
13 H 4.9081 -1.2407 -0.0388
14 H 3.7350 -1.7713 -1.2539
15 H 3.5190 -2.2222 0.4420
16 H 2.9390 1.2862 1.4299
17 H 4.1522 0.0491 1.7668
18 H 2.4582 -0.3087 3.3384
19 H 2.2667 -1.5970 2.1393
20 H 0.1570 -1.0856 3.9037
21 H 0.0798 -2.1200 2.4709
22 H -1.1303 -0.8385 2.7100
23 H 0.7318 1.2508 3.6771
24 H -0.5783 1.4077 2.4947
25 H 1.0537 1.9374 2.0744
26 C -4.8313 1.2351 -0.1992
27 Se -3.3424 0.4161 -1.1679
28 C -2.8316 1.9880 -2.2290
29 C -2.1766 3.0838 -1.4091
30 Se -0.2871 2.8045 -0.9339
31 C 0.4768 3.4468 -2.6051
32 H -5.5998 1.5048 -0.9230
33 H -4.5005 2.1128 0.3526
34 H -5.2298 0.4991 0.4959
35 H -3.7527 2.3652 -2.6835
36 H -2.1796 1.6215 -3.0271
37 H -2.7005 3.2342 -0.4616
38 H -2.1867 4.0287 -1.9635
39 H 0.2088 4.4979 -2.7042
40 H 0.0914 2.8765 -3.4463
41 H 1.5586 3.3559 -2.5577
42 N -3.1139 -3.6887 -0.7202
43 C -1.8357 -3.3469 -0.6647
44 O -1.4520 -2.1808 -0.6463
45 C -0.8735 -4.5112 -0.6298
46 I 1.1171 -3.8166 -0.3313
47 H -3.8136 -2.9629 -0.7722
48 H -3.4236 -4.6463 -0.7398
49 H -0.8961 -5.0528 -1.5735
50 H -1.1097 -5.1985 0.1797

Cartesian forces (eV/Å) of the 3 atoms listed first:
Ba 1.3 2.1 0.0
C 0.0 0.0 -0.1
N 0.0 0.0 0.0

Per-atom Mulliken charges, elementary charge units: 1.4381, -1.1529, 0.5025, -1.3542, -1.1066, -0.6578, 0.5050, -1.0869, -1.2528, 0.3641, 0.3112, 0.3829, 0.3662, 0.3935, 0.3438, 0.4924, 0.3483, 0.3734, 0.3828, 0.3641, 0.3277, 0.3625, 0.3386, 0.3679, 0.3203, -0.9826, 0.0293, -0.7857, -0.5295, -0.0163, -1.0029, 0.3264, 0.3226, 0.3382, 0.3970, 0.3237, 0.2990, 0.4218, 0.3428, 0.3606, 0.3267, -0.2810, 0.4474, -0.4656, -0.9745, 0.0442, 0.2029, 0.2405, 0.4677, 0.4730